[1]
{
  "formula": "C6H15N",
  "method": "ωB97M-V/def2-TZVPD",
  "total_charge": 0,
  "homo_ev": -7.57,
  "homo_lumo_gap_ev": 8.58,
  "smiles": "C/C=C(/C)N.CC",
  "total_energy_ha": -292.30237,
  "relative_energy_ev": 1.814,
  "lumo_ev": 1.02,
  "elements": ["N", "C", "C", "C", "C", "C", "C", "H", "H", "H", "H", "H", "H", "H", "H", "H", "H", "H", "H", "H", "H", "H"],
  "xyz": [[-0.887, -0.710, 2.365], [-0.842, 0.106, 1.253], [-1.911, -1.630, -0.232], [1.764, -0.081, -1.070], [-1.136, -0.356, -0.003], [1.626, 1.100, -2.024], [-0.037, 1.342, 1.386], [-1.179, -1.665, 2.232], [-0.295, 2.073, 0.625], [2.012, -0.991, -1.620], [-0.209, -0.547, 3.092], [2.599, 0.074, -0.386], [2.545, 1.291, -2.586], [-2.892, -1.605, 0.249], [1.359, 2.003, -1.480], [-1.338, 0.411, -0.741], [0.829, 0.913, -2.747], [-2.088, -1.776, -1.296], [-0.168, 1.812, 2.360], [0.596, -0.309, -0.642], [-1.365, -2.493, 0.160], [1.016, 1.039, 1.107]],
  "forces_ev_per_a": [[-0.3, 0.2, 0.1], [0.8, -1.3, -1.4], [0.4, 0.0, 0.1], [-2.5, -0.7, -0.1], [-2.3, 0.8, 1.3], [0.1, -0.2, -0.1], [0.6, 0.1, -0.4], [0.1, 0.1, 0.1], [-0.2, 0.0, -0.1], [0.0, 0.0, -0.1], [-0.1, -0.1, -0.1], [-0.5, 0.0, 0.5], [-0.1, 0.1, 0.1], [0.0, 0.0, 0.1], [0.0, 0.2, 0.0], [0.5, 0.1, -0.2], [0.0, 0.0, 0.0], [0.1, -0.2, 0.0], [0.5, -0.1, 0.1], [3.7, 0.5, -0.5], [-0.1, -0.2, -0.1], [-0.8, 0.5, 0.9]],
  "lowdin_charge": [0.11, -0.43, -0.11, -0.20, -0.21, -0.19, -0.05, 0.08, 0.08, 0.05, 0.09, 0.05, 0.06, 0.07, 0.05, 0.10, 0.06, 0.07, 0.08, 0.09, 0.07, 0.09]
}



[2]
{
  "formula": "C6H15N",
  "method": "ωB97M-V/def2-TZVPD",
  "total_charge": 0,
  "homo_ev": -8.25,
  "homo_lumo_gap_ev": 9.44,
  "smiles": "CCNCC(C)C",
  "total_energy_ha": -292.33706,
  "relative_energy_ev": 0.870,
  "lumo_ev": 1.19,
  "elements": ["N", "C", "C", "C", "C", "C", "C", "H", "H", "H", "H", "H", "H", "H", "H", "H", "H", "H", "H", "H", "H", "H"],
  "xyz": [[-0.195, -1.200, 0.123], [-0.951, 1.115, -0.362], [-0.941, -0.066, 0.618], [-1.736, 2.299, 0.192], [0.425, 1.518, -0.926], [1.878, -2.459, -0.206], [1.010, -1.636, 0.740], [-1.988, -0.360, 0.681], [2.134, -1.847, -1.066], [-1.502, 0.713, -1.209], [2.807, -2.718, 0.317], [1.402, -3.364, -0.590], [0.436, 1.431, -2.015], [0.907, -2.207, 1.676], [-0.738, -1.879, -0.381], [-2.258, 2.865, -0.581], [1.160, 0.771, -0.595], [-1.138, 3.060, 0.691], [-0.656, 0.233, 1.630], [-2.491, 1.993, 0.923], [0.804, 2.510, -0.663], [1.630, -0.772, 1.004]],
  "forces_ev_per_a": [[-0.2, 0.5, -0.2], [0.2, 0.5, -0.2], [-0.3, -0.1, -0.2], [-0.5, 0.4, 0.2], [0.5, -0.8, 0.1], [0.2, 0.2, 0.1], [0.9, -0.4, 0.1], [-0.2, 0.0, 0.3], [0.1, 0.1, -0.2], [-0.2, 0.0, -0.2], [-0.2, -0.2, -0.2], [-0.1, 0.0, 0.2], [0.0, 0.2, 0.0], [-0.4, 0.0, 0.1], [0.1, -0.2, 0.2], [0.0, -0.2, -0.2], [0.0, 0.3, -0.1], [0.4, -0.2, 0.2], [0.3, -0.1, 0.0], [0.0, -0.1, -0.1], [-0.3, -0.1, 0.2], [-0.3, 0.2, 0.1]],
  "lowdin_charge": [-0.09, -0.41, -0.22, -0.09, -0.06, -0.10, -0.33, 0.11, 0.06, 0.12, 0.07, 0.07, 0.07, 0.10, 0.12, 0.07, 0.05, 0.07, 0.13, 0.07, 0.07, 0.11]
}



[3]
{
  "formula": "C6H15N",
  "method": "ωB97M-V/def2-TZVPD",
  "total_charge": 0,
  "homo_ev": -8.31,
  "homo_lumo_gap_ev": 9.45,
  "smiles": "CNCCC(C)C",
  "total_energy_ha": -292.30425,
  "relative_energy_ev": 1.763,
  "lumo_ev": 1.14,
  "elements": ["N", "C", "C", "C", "C", "C", "C", "H", "H", "H", "H", "H", "H", "H", "H", "H", "H", "H", "H", "H", "H", "H"],
  "xyz": [[0.149, 2.105, -0.968], [0.362, -2.480, 0.532], [0.518, 0.652, -0.895], [1.135, 2.930, -1.629], [-1.614, -1.400, 1.649], [-0.135, 0.033, 0.368], [-0.697, -1.385, 0.469], [-1.764, -2.309, 2.264], [1.571, 0.467, -1.102], [-0.103, -3.459, 0.486], [-0.253, 2.543, -0.156], [1.032, -2.442, -0.340], [0.662, 3.893, -1.891], [-0.213, 0.285, -1.691], [0.964, -2.585, 1.420], [1.324, 2.494, -2.621], [0.731, 0.082, 1.067], [-0.788, 0.841, 0.690], [-2.637, -1.045, 1.490], [-1.080, -0.819, 2.440], [-1.281, -1.505, -0.484], [2.116, 3.104, -1.099]],
  "forces_ev_per_a": [[1.2, -0.3, -0.1], [0.0, -0.5, -1.1], [-4.1, 0.1, -1.3], [-0.1, 0.5, -0.6], [-0.1, -0.1, 2.6], [3.1, 1.1, 1.0], [-0.4, 0.2, -1.8], [0.3, -0.4, -1.1], [-0.1, -0.1, 0.1], [-0.4, -0.2, -0.2], [0.3, -0.3, 0.4], [0.0, 0.1, 0.3], [0.4, -0.1, 0.4], [1.8, -0.4, 0.1], [0.2, 0.8, 0.6], [0.3, -0.1, 0.3], [-0.7, -0.1, 0.4], [-0.7, -0.6, 0.2], [0.4, 0.5, -0.1], [-0.8, 0.3, -0.5], [0.3, -0.4, 0.7], [-0.8, -0.2, -0.4]],
  "lowdin_charge": [-0.16, -0.08, -0.21, -0.17, -0.11, -0.20, -0.45, 0.08, 0.11, 0.07, 0.09, 0.08, 0.07, 0.12, 0.07, 0.07, 0.12, 0.10, 0.08, 0.09, 0.14, 0.08]
}



[4]
{
  "formula": "C6H15N",
  "method": "ωB97M-V/def2-TZVPD",
  "total_charge": 0,
  "homo_ev": -8.74,
  "homo_lumo_gap_ev": 9.83,
  "smiles": "CNCCC(C)C",
  "total_energy_ha": -292.26177,
  "relative_energy_ev": 2.919,
  "lumo_ev": 1.09,
  "elements": ["N", "C", "C", "C", "C", "C", "C", "H", "H", "H", "H", "H", "H", "H", "H", "H", "H", "H", "H", "H", "H", "H"],
  "xyz": [[-0.033, 0.482, 2.136], [-0.071, -2.219, -1.735], [0.278, -0.364, -0.167], [-0.020, 0.312, -2.555], [-0.383, 0.762, 0.752], [0.405, 1.577, 3.087], [-0.451, -0.647, -1.460], [0.959, -2.633, -1.417], [0.004, -2.261, -2.838], [1.325, -0.110, -0.292], [-0.013, 1.323, -2.379], [0.115, 1.712, 0.483], [-0.787, -2.780, -1.251], [-1.398, 0.955, 0.466], [0.011, 1.211, 4.015], [0.228, -1.334, 0.577], [-0.497, 0.337, -3.598], [-0.073, 2.536, 2.899], [-1.591, -0.735, -1.472], [1.155, 0.076, -2.701], [1.372, 1.857, 2.932], [0.863, -0.054, 2.085]],
  "forces_ev_per_a": [[1.4, -0.4, 0.7], [2.9, 2.7, -2.1], [-2.5, -0.7, 3.8], [3.0, -2.5, -2.7], [2.9, 0.7, -1.2], [-4.1, -0.5, -1.6], [-0.2, -2.5, -0.6], [-1.4, 1.3, 0.0], [-0.7, -0.8, 0.4], [0.2, -0.1, -0.4], [-0.2, 2.5, 1.5], [-0.1, 0.0, -0.3], [-1.7, -1.5, 0.5], [-1.0, -0.5, 0.6], [0.8, 0.2, 1.0], [0.2, 2.1, -2.0], [0.4, -1.1, 1.5], [-0.8, -0.1, -0.2], [1.4, 0.6, 0.8], [-2.5, 0.5, -0.1], [3.2, 0.0, 0.4], [-1.4, 0.1, -0.1]],
  "lowdin_charge": [-0.14, -0.08, -0.20, -0.11, -0.25, -0.10, -0.42, 0.10, 0.07, 0.10, 0.02, 0.10, 0.03, 0.10, 0.07, 0.15, 0.10, 0.07, 0.15, 0.13, 0.04, 0.09]
}



[5]
{
  "formula": "C6H15N",
  "method": "ωB97M-V/def2-TZVPD",
  "total_charge": 0,
  "homo_ev": -8.88,
  "homo_lumo_gap_ev": 10.05,
  "smiles": "CNCCC(C)C",
  "total_energy_ha": -292.33433,
  "relative_energy_ev": 0.944,
  "lumo_ev": 1.17,
  "elements": ["N", "C", "C", "C", "C", "C", "C", "H", "H", "H", "H", "H", "H", "H", "H", "H", "H", "H", "H", "H", "H", "H"],
  "xyz": [[-0.987, -0.285, 2.064], [1.359, -1.391, -2.028], [-1.993, 0.457, 2.836], [0.846, 1.087, -1.892], [0.501, -0.328, -1.376], [0.539, -0.440, 0.162], [-0.531, 0.398, 0.865], [1.405, -2.356, -1.523], [-2.058, -0.086, 3.773], [-0.203, 1.429, 1.068], [0.991, -1.685, -3.021], [0.346, -1.478, 0.438], [-1.330, 0.490, 0.124], [1.865, 1.020, -2.266], [-1.800, 1.514, 3.049], [-0.209, -0.441, 2.672], [0.167, 1.431, -2.682], [2.340, -0.966, -2.247], [1.563, -0.246, 0.509], [0.698, 1.928, -1.210], [-2.957, 0.425, 2.326], [-0.554, -0.478, -1.642]],
  "forces_ev_per_a": [[-0.8, 0.8, -0.2], [0.0, -0.2, -1.3], [0.1, -0.6, -0.2], [-0.4, 0.0, -0.3], [-1.1, 0.5, 0.8], [0.4, 0.0, -0.3], [0.4, -0.1, -0.4], [0.2, 0.3, 0.5], [-0.4, 0.2, 0.3], [0.1, 0.0, 0.0], [-0.2, 0.4, 0.0], [-0.1, -0.1, -0.1], [-0.4, 0.0, 0.4], [0.1, 0.7, 0.0], [0.4, 0.1, -0.1], [0.6, -0.2, 0.2], [0.3, -0.6, -0.4], [0.3, -0.4, 0.4], [-0.1, 0.2, 0.1], [0.5, -0.4, 0.6], [0.0, -0.1, 0.0], [0.1, -0.3, 0.0]],
  "lowdin_charge": [-0.13, -0.09, -0.14, -0.07, -0.44, -0.19, -0.26, 0.08, 0.07, 0.11, 0.08, 0.11, 0.12, 0.06, 0.07, 0.09, 0.08, 0.07, 0.12, 0.07, 0.07, 0.12]
}



[6]
{
  "formula": "C6H15N",
  "method": "ωB97M-V/def2-TZVPD",
  "total_charge": 0,
  "homo_ev": -9.76,
  "homo_lumo_gap_ev": 10.87,
  "smiles": "C=NC.CCCC",
  "total_energy_ha": -292.32139,
  "relative_energy_ev": 1.296,
  "lumo_ev": 1.11,
  "elements": ["N", "C", "C", "C", "C", "C", "C", "H", "H", "H", "H", "H", "H", "H", "H", "H", "H", "H", "H", "H", "H", "H"],
  "xyz": [[0.554, -2.104, 0.451], [-0.968, 1.757, -0.579], [1.250, -3.089, 0.092], [0.486, 1.270, -0.606], [-1.722, 1.400, 0.689], [-0.124, -2.204, 1.732], [1.194, 1.594, -1.915], [-1.920, 0.329, 0.752], [-2.676, 1.933, 0.757], [-1.479, 1.337, -1.451], [0.781, 0.974, -2.710], [0.452, 0.201, -0.383], [2.261, 1.421, -1.791], [1.297, -4.027, 0.652], [-0.997, 2.847, -0.691], [0.028, -3.188, 2.193], [1.743, -3.027, -0.873], [-1.190, -2.061, 1.554], [1.000, 1.720, 0.253], [0.213, -1.431, 2.420], [1.049, 2.645, -2.167], [-1.233, 1.703, 1.621]],
  "forces_ev_per_a": [[0.2, 0.1, 0.4], [0.3, 0.3, 0.0], [-0.4, 0.1, -0.4], [-0.7, 0.1, 0.6], [-0.4, 0.1, 0.4], [-0.2, -0.4, -0.3], [-0.2, -0.1, 0.6], [0.0, 0.0, 0.0], [-0.1, -0.2, -0.3], [-0.1, 0.0, 0.0], [0.2, 0.0, -0.2], [0.3, 0.0, -0.3], [0.1, -0.1, -0.3], [0.2, 0.0, 0.1], [0.1, 0.0, -0.1], [0.0, 0.1, 0.1], [0.2, -0.1, 0.0], [0.0, 0.1, 0.1], [0.1, 0.1, -0.1], [0.1, 0.1, -0.1], [0.0, 0.0, -0.1], [0.4, -0.1, -0.2]],
  "lowdin_charge": [-0.09, -0.29, -0.07, -0.29, -0.13, -0.14, -0.12, 0.06, 0.07, 0.11, 0.07, 0.07, 0.06, 0.07, 0.10, 0.07, 0.06, 0.07, 0.11, 0.08, 0.07, 0.07]
}



[7]
{
  "formula": "C6H15N2",
  "method": "ωB97M-V/def2-TZVPD",
  "total_charge": 1,
  "homo_ev": -14.31,
  "homo_lumo_gap_ev": 10.36,
  "total_energy_ha": -346.75602,
  "relative_energy_ev": 4.260,
  "lumo_ev": -3.95,
  "elements": ["N", "N", "C", "C", "C", "C", "C", "C", "H", "H", "H", "H", "H", "H", "H", "H", "H", "H", "H", "H", "H", "H", "H"],
  "xyz": [[0.211, 0.305, 1.873], [0.596, 1.046, -0.649], [-0.934, -2.005, 1.800], [-1.352, -1.001, -1.133], [-0.291, 1.780, -1.483], [1.951, 0.962, -1.125], [-0.539, -0.638, -0.234], [-0.034, -0.985, 1.091], [2.640, 0.387, -0.379], [0.696, 0.193, 2.686], [-1.543, -0.377, -1.978], [-1.017, -2.931, 1.184], [-0.642, 0.564, 2.245], [-2.094, -1.738, -0.939], [-1.919, -1.642, 1.844], [0.597, 1.278, 0.340], [0.103, 2.593, -2.142], [-0.543, -2.272, 2.843], [-1.269, 2.050, -1.004], [2.286, 1.935, -1.098], [-0.665, 1.020, -2.127], [1.007, -1.529, 1.044], [2.165, 0.511, -2.118]],
  "forces_ev_per_a": [[-0.6, -1.2, -3.6], [-1.9, -2.5, 0.5], [1.2, -1.3, 0.3], [-1.3, 0.6, -0.8], [-2.0, 0.8, -1.0], [2.0, -3.3, 0.9], [3.5, 2.1, 1.0], [2.9, -0.5, 2.1], [-1.5, 0.9, -1.1], [2.4, -1.0, 2.4], [0.1, -0.1, -0.8], [0.4, 0.5, 0.5], [-2.6, 1.0, 0.5], [-0.3, -0.8, 0.2], [-1.4, 0.7, 0.5], [-0.1, 0.2, 0.5], [0.1, -0.6, 1.0], [-0.5, 0.5, -1.6], [1.3, 0.3, 0.2], [1.1, 2.3, -0.3], [-0.1, -0.1, -1.5], [-1.7, 1.3, -0.4], [-0.9, 0.3, 0.6]],
  "lowdin_charge": [0.07, -0.13, -0.05, 0.11, -0.08, -0.05, -0.01, -0.37, 0.14, 0.06, 0.08, 0.10, 0.07, 0.11, 0.06, 0.09, 0.13, 0.12, 0.13, 0.07, 0.04, 0.19, 0.12]
}



[8]
{
  "formula": "C6H15N2",
  "method": "ωB97M-V/def2-TZVPD",
  "total_charge": 1,
  "homo_ev": -10.80,
  "homo_lumo_gap_ev": 7.26,
  "smiles": "C/C(N)=C/CCC[NH3+]",
  "total_energy_ha": -346.79635,
  "relative_energy_ev": 3.162,
  "lumo_ev": -3.54,
  "elements": ["N", "N", "C", "C", "C", "C", "C", "C", "H", "H", "H", "H", "H", "H", "H", "H", "H", "H", "H", "H", "H", "H", "H"],
  "xyz": [[1.486, 2.327, -0.263], [0.317, -2.466, 1.232], [0.196, 1.967, -0.216], [-0.701, 3.011, 0.363], [0.499, -0.496, -0.900], [-0.326, -1.706, -1.073], [-0.148, 0.656, -0.253], [-0.855, -2.222, 0.279], [2.259, 1.960, -0.726], [-0.118, -2.982, 2.038], [-1.294, -1.582, -1.820], [-1.405, -1.317, 0.704], [1.459, -0.687, -0.407], [1.013, -3.137, 0.831], [-0.746, 3.055, 1.487], [-1.549, -3.044, 0.145], [0.683, -1.694, 1.623], [0.974, -0.147, -1.865], [-1.813, 2.817, 0.193], [0.194, -2.389, -1.516], [-1.236, 0.643, 0.011], [1.655, 3.296, 0.091], [-0.545, 4.135, 0.043]],
  "forces_ev_per_a": [[0.7, 4.3, 1.1], [-3.2, -6.0, -0.8], [0.5, -1.8, 1.6], [-2.7, 2.3, 0.8], [2.2, 2.1, -1.1], [-5.6, 2.7, 1.1], [-3.6, 1.5, 0.0], [-0.4, 3.2, -0.8], [0.8, -1.2, -0.9], [0.6, 0.4, -0.7], [2.3, 0.1, 2.1], [0.6, -1.5, -0.1], [0.1, -0.7, 0.6], [-0.4, 1.0, 0.3], [0.8, -0.2, -0.9], [0.5, -0.5, 0.6], [2.0, 3.9, 1.1], [-1.0, -0.5, 0.4], [1.5, 0.1, -0.4], [3.2, -4.4, -2.7], [0.7, -0.8, -0.6], [0.0, -1.4, -0.8], [0.1, -2.4, 0.3]],
  "lowdin_charge": [0.12, 0.22, -0.43, -0.07, -0.26, -0.20, -0.13, -0.12, 0.08, 0.19, 0.20, 0.14, 0.11, 0.20, 0.09, 0.13, 0.10, 0.15, 0.10, 0.04, 0.11, 0.13, 0.12]
}



[9]
{
  "formula": "C6H15N2",
  "method": "ωB97M-V/def2-TZVPD",
  "total_charge": 1,
  "homo_ev": -12.64,
  "homo_lumo_gap_ev": 9.70,
  "total_energy_ha": -346.83654,
  "relative_energy_ev": 2.069,
  "lumo_ev": -2.94,
  "elements": ["N", "N", "C", "C", "C", "C", "C", "C", "H", "H", "H", "H", "H", "H", "H", "H", "H", "H", "H", "H", "H", "H", "H"],
  "xyz": [[-1.096, -1.481, 0.925], [0.944, -0.023, -0.266], [-2.461, 2.118, 1.783], [-1.601, 0.864, 1.527], [1.321, -1.118, -2.497], [1.906, -0.255, -1.372], [-1.945, -0.325, 0.968], [3.119, 0.294, -1.158], [3.296, 1.040, -0.390], [-3.494, 1.896, 1.449], [0.258, -0.791, 0.026], [-2.488, 2.305, 2.829], [0.343, 0.760, -0.499], [1.402, 0.224, 0.641], [-0.547, 0.935, 1.883], [-2.885, -0.483, 0.470], [2.084, -1.141, -3.292], [0.400, -0.625, -2.892], [-2.034, 3.000, 1.325], [-0.741, -1.848, 1.851], [1.091, -2.102, -2.134], [-1.635, -2.227, 0.489], [3.979, 0.114, -1.872]],
  "forces_ev_per_a": [[0.3, -0.6, 0.7], [-0.1, 0.5, 1.0], [-0.1, -1.9, -1.2], [0.4, -0.6, -0.3], [0.8, 1.8, 0.2], [1.1, -0.2, 0.6], [0.3, 1.5, 1.1], [-0.1, -0.8, -2.0], [0.0, -0.4, 0.3], [0.6, 0.5, 0.0], [0.1, -0.2, -0.3], [-0.1, 0.1, 1.0], [-0.3, 0.3, 0.0], [-0.1, -0.1, -1.1], [-0.8, -0.1, 0.1], [-0.4, 0.1, 0.1], [-0.5, -0.2, 0.2], [0.6, -0.4, 0.2], [-0.1, 0.1, -0.4], [-0.8, 0.8, -1.3], [-0.1, -0.5, 0.0], [0.4, 0.0, 0.2], [-1.3, 0.3, 0.8]],
  "lowdin_charge": [-0.02, 0.16, -0.07, -0.16, -0.02, -0.33, -0.20, 0.09, 0.07, 0.09, 0.10, 0.06, 0.15, 0.17, 0.10, 0.11, 0.10, 0.10, 0.07, 0.14, 0.08, 0.10, 0.11]
}



[10]
{
  "formula": "C6H15N2",
  "method": "ωB97M-V/def2-TZVPD",
  "total_charge": 1,
  "homo_ev": -13.64,
  "homo_lumo_gap_ev": 10.86,
  "total_energy_ha": -346.77796,
  "relative_energy_ev": 3.663,
  "lumo_ev": -2.77,
  "elements": ["N", "N", "C", "C", "C", "C", "C", "C", "H", "H", "H", "H", "H", "H", "H", "H", "H", "H", "H", "H", "H", "H", "H"],
  "xyz": [[-1.279, 0.215, -0.097], [1.322, -0.291, 0.503], [-1.311, 0.825, -1.468], [-0.498, -0.776, 0.006], [1.310, 1.179, 0.797], [-0.520, -2.081, -0.023], [-2.160, 0.584, 1.054], [2.305, -0.645, -0.583], [-1.042, -0.008, -2.027], [-2.001, 1.580, 1.463], [1.559, -0.973, 1.356], [2.307, 1.579, 1.008], [-0.545, 1.511, -1.610], [-2.175, -0.075, 1.933], [1.931, -0.383, -1.550], [-2.308, 1.195, -1.747], [2.464, -1.684, -0.667], [-3.200, 0.586, 0.618], [3.265, -0.178, -0.412], [0.318, -2.643, 0.142], [0.994, 1.770, -0.077], [0.665, 1.360, 1.620], [-1.401, -2.648, -0.239]],
  "forces_ev_per_a": [[-1.3, 2.1, 0.5], [0.4, -1.6, 0.6], [-1.8, -0.5, 1.7], [2.0, -2.0, 1.1], [1.0, -0.5, -0.6], [-1.1, 0.9, -0.3], [-1.8, 0.6, -1.0], [-0.5, 0.8, 0.6], [0.1, -1.3, -1.7], [0.4, 0.2, -0.4], [-0.7, 2.5, -2.0], [0.0, -0.4, 0.2], [1.0, 1.7, 0.0], [0.6, -0.4, -0.8], [-0.4, 0.7, -0.5], [0.4, -0.1, 0.3], [0.0, -1.3, 0.4], [0.9, 0.0, 0.6], [0.2, 0.3, 0.1], [2.1, -1.3, 0.5], [-0.2, -0.7, 0.2], [-0.6, 0.2, 0.7], [-0.6, 0.1, -0.2]],
  "lowdin_charge": [-0.16, -0.13, 0.04, -0.23, -0.04, 0.14, 0.00, -0.05, 0.07, 0.08, 0.21, 0.10, 0.06, 0.10, 0.09, 0.12, 0.07, 0.11, 0.09, 0.05, 0.09, 0.08, 0.10]
}